Record 1
Density functional theory data (wB97M-V/def2-TZVPD) for a structure of composition C26H42CsN6O7S3 in a non-equilibrium geometry.

```
85
Properties=species:S:1:pos:R:3:forces:R:3:mulliken_charge:R:1
Cs -0.5314 1.0454 0.6146 1.21 -0.81 0.62 0.94
S 2.1396 -0.4406 4.9038 -0.16 -0.11 -0.01 -0.41
S 1.7433 3.4346 0.5465 0.52 0.87 0.29 1.46
S 0.2772 1.7441 -2.3791 -0.16 -0.24 -2.11 0.86
O 3.0183 3.5449 1.2514 0.12 0.16 0.11 -0.84
O 1.8592 2.6723 -0.6883 0.30 0.23 0.14 -0.55
O 0.6724 2.9644 1.4185 1.50 2.54 1.16 -0.77
O -0.8586 2.2105 -1.5488 -0.96 1.24 -1.39 -0.74
O -1.7171 -1.1065 -0.0588 -0.94 -1.55 -0.52 -0.86
O -2.0428 -0.3402 1.9998 -1.40 -1.20 1.16 -1.04
O -4.4655 3.2476 2.2323 0.04 -0.07 -0.03 -0.67
N 3.0865 0.9591 2.8451 -0.04 0.64 0.09 -0.07
N 1.7941 2.1230 4.3397 -0.07 0.30 -0.44 -0.46
N 2.4989 -1.2502 -0.6130 -0.16 0.12 0.07 0.14
N -5.0771 3.1837 0.0431 0.13 -0.07 -0.02 -0.42
N 3.0588 -0.1093 2.0030 -0.32 -0.59 0.03 -0.05
N -4.1765 1.3083 1.0506 0.15 -0.02 0.02 -0.23
C -2.7228 -6.6062 3.3501 0.04 0.11 -0.02 -1.50
C -3.4388 -3.0764 2.1162 0.03 -0.04 -0.03 0.85
C 2.3084 0.9212 3.9817 0.33 -0.39 0.10 0.25
C -1.8002 0.0673 -3.3202 -0.03 0.20 0.14 0.28
C 0.5777 3.1855 -3.4722 0.33 -0.25 0.19 -0.84
C 0.2750 -3.1462 1.2852 -0.09 0.06 0.06 -1.10
C -0.4524 0.6619 -3.7141 0.18 0.02 0.28 -1.21
C -3.6088 -4.3600 2.6253 0.05 0.02 -0.01 -1.03
C 3.0850 3.0294 -3.7875 -0.15 0.02 -0.04 -0.84
C 1.7135 2.9653 -4.4660 0.15 -0.04 0.18 -0.40
C 3.6614 -1.2331 0.0362 -0.07 -0.14 -0.16 0.32
C 4.6669 -2.1639 -0.2197 -0.05 -0.01 0.01 -0.43
C 3.2350 -3.1534 -1.8552 -0.01 0.00 0.02 -0.95
C -4.6162 -2.1446 2.0125 0.11 0.01 -0.02 -1.27
C -2.1715 -2.6789 1.6854 0.09 0.00 -0.02 0.32
C -2.9487 1.0667 -3.4592 0.08 -0.11 0.08 -1.36
C 4.9046 0.9105 0.7210 -0.11 -0.05 0.11 -1.47
C -1.2956 -4.8319 2.2846 -0.03 0.01 -0.01 -1.06
C -4.5511 2.6126 1.1962 -0.18 0.15 -0.10 0.64
C 1.2696 5.0959 0.0566 0.08 -0.47 0.09 -1.24
C 3.8514 -0.1276 1.0122 0.27 0.46 0.02 0.37
C -2.5437 -5.2432 2.7316 -0.03 -0.07 0.02 0.69
C -1.0927 -3.5616 1.7563 0.03 -0.09 0.01 1.15
C 4.4449 -3.1379 -1.1776 0.04 0.03 0.04 -0.52
C -1.9610 -1.2695 1.1576 -0.69 -0.70 0.27 0.90
C 2.2926 -2.1900 -1.5278 0.08 -0.07 -0.03 -0.25
H 1.3081 5.7354 0.9347 -0.02 0.01 0.00 0.40
H 1.5428 2.7453 3.5762 0.03 -0.01 0.02 0.24
H 5.5902 -2.1364 0.3445 0.02 0.05 -0.02 0.49
H -5.4440 2.5788 -0.6702 -0.03 -0.01 -0.01 0.19
H 1.5926 1.9910 -4.9474 -0.03 0.04 -0.08 0.23
H -5.5205 -2.6123 2.4019 -0.01 -0.01 -0.02 0.37
H 1.1285 2.0801 5.0924 0.08 -0.05 0.09 0.27
H 3.0242 -3.8993 -2.6099 -0.02 0.01 0.00 0.43
H 3.3214 4.0570 -3.5041 0.00 -0.02 0.04 0.28
H -3.7777 -6.8750 3.4093 0.01 -0.03 0.00 0.35
H 1.6545 3.7183 -5.2560 -0.05 -0.04 -0.02 0.40
H 5.5271 1.0683 1.6059 -0.01 0.03 0.00 0.34
H 1.9633 5.4396 -0.7077 0.02 0.02 0.02 0.29
H 0.8166 3.9863 -2.7711 -0.02 0.02 -0.01 0.20
H -4.5955 -4.6752 2.9516 0.00 0.02 0.01 0.25
H -3.8983 0.5881 -3.2107 -0.02 0.01 -0.04 0.39
H -2.3149 -6.6163 4.3639 -0.02 -0.06 0.00 0.28
H -1.7549 -0.2925 -2.2879 -0.03 -0.09 -0.06 -0.19
H 0.2938 -0.1298 -3.8197 -0.03 0.01 -0.12 0.36
H -1.9872 -0.7991 -3.9602 0.02 -0.04 0.04 0.45
H -4.7888 -1.8618 0.9711 -0.04 0.02 0.02 0.26
H -4.4252 -1.2262 2.5645 -0.04 0.03 0.03 0.20
H 3.2588 1.8812 2.4378 -0.09 -0.07 -0.12 0.17
H -0.3841 3.3934 -3.9417 -0.02 -0.03 0.01 0.50
H -3.9793 0.9699 0.1212 -0.01 0.02 -0.02 0.21
H 1.3219 -2.1665 -2.0145 0.01 -0.04 -0.01 0.52
H 5.5334 0.6109 -0.1152 0.00 -0.02 0.00 0.48
H -0.4573 -5.5198 2.3492 0.02 0.03 0.00 0.35
H 4.4243 1.8613 0.4807 0.05 0.04 -0.05 0.25
H 3.8754 2.6698 -4.4476 -0.01 0.01 -0.01 0.41
H -2.7922 1.9024 -2.7787 -0.05 0.04 -0.06 0.22
H -3.0142 1.4490 -4.4816 -0.03 0.01 -0.01 0.35
H 3.0804 2.4344 -2.8747 0.10 -0.02 0.02 0.02
H 0.1988 -2.6096 0.3410 0.05 -0.03 0.00 -0.10
H 0.9187 -4.0177 1.1600 0.04 0.02 -0.01 0.34
H 5.2088 -3.8764 -1.3876 -0.02 -0.02 -0.01 0.40
H -5.5625 4.0505 0.1841 -0.03 0.02 0.07 0.22
H -0.5200 1.2077 -4.6575 -0.02 0.03 0.01 0.48
H 0.2552 5.0318 -0.3337 0.00 0.04 -0.02 0.28
H -3.5377 0.9211 1.7411 -0.05 0.00 0.01 0.10
H -2.1973 -7.3705 2.7752 -0.03 -0.03 0.02 0.36
H 0.7510 -2.4704 2.0022 0.02 0.00 -0.01 0.33
```
Forces are in eV/Å.

The value obtained for the total energy is -3085.98173 Ha. For the frontier orbital gap, the calculation gives 7.3 eV. As for the net charge: -1. Its LUMO energy is 1.91 eV.

***

Record 2
Density functional theory data (wB97M-V/def2-TZVPD) for a structure of composition C3H6N4 in a non-equilibrium geometry.

```
13
Properties=species:S:1:pos:R:3:forces:R:3:mulliken_charge:R:1
N -1.9306 1.4586 0.1587 7.89 4.89 1.29 -0.45
N 1.8672 -1.3607 0.9001 -2.57 5.17 2.51 -0.54
N 0.3453 0.5009 0.9523 -3.09 -0.08 -5.90 -0.60
N -0.7287 -0.0201 -1.0702 1.11 1.52 -2.22 -0.16
C -0.6136 0.8569 -0.0693 -3.15 -1.13 5.49 0.28
C 0.8786 -0.5226 0.1752 3.85 -2.54 2.09 0.46
C 0.4304 -0.7418 -1.1248 1.20 -1.98 1.63 -0.52
H -1.7289 2.1589 0.9087 -1.66 -1.05 -0.85 0.26
H -0.9075 0.5393 -1.8630 -1.14 0.26 -1.66 0.29
H 0.7031 -1.4863 -1.9278 -0.48 1.06 1.38 0.31
H 2.0770 -2.1513 0.4694 1.04 -4.20 -2.62 0.22
H 1.5063 -1.6021 1.8538 0.46 0.65 -1.33 0.25
H -2.6945 0.9346 0.0854 -3.45 -2.57 0.19 0.19
```
Forces are in eV/Å.

The value obtained for the total energy is -336.85174 Ha. For the frontier orbital gap, the calculation gives 8.4 eV. As for the net charge: 0. Its LUMO energy is 0.74 eV.

***

Record 3
Density functional theory data (wB97M-V/def2-TZVPD) for an isolated molecule of C4H6N2O in a non-equilibrium geometry.

```
13
Properties=species:S:1:pos:R:3:forces:R:3:mulliken_charge:R:1
O 2.4271 -1.1894 0.2150 0.04 0.36 -0.10 -0.52
N -2.1746 0.1611 0.1328 -0.07 0.52 -0.07 -0.24
N 0.1089 -0.9441 0.1853 0.25 0.07 -0.15 -0.22
C -0.7467 0.1015 -0.2121 0.12 0.31 0.07 0.21
C 1.2409 0.9893 -0.2110 0.21 -0.28 0.06 -0.23
C 1.3586 -0.3515 0.0722 -0.21 0.20 -0.06 0.21
C -0.1685 1.3317 -0.3245 0.20 -0.52 0.04 -1.28
H -2.1426 1.2313 -0.0628 -0.54 -0.97 0.19 0.44
H -2.3914 -0.0197 1.1215 0.11 0.14 -0.24 0.33
H -2.8204 -0.3844 -0.4514 0.19 0.36 0.10 0.35
H 3.2106 -0.6961 -0.0646 -0.15 -0.17 0.09 0.34
H 2.0830 1.6760 -0.2779 -0.17 -0.19 0.01 0.35
H 0.0152 -1.9055 -0.1225 0.03 0.18 0.06 0.26
```
Forces are in eV/Å.

The value obtained for the total energy is -340.63058 Ha. For the frontier orbital gap, the calculation gives 7.6 eV. As for the net charge: 0. Its LUMO energy is 0.30 eV.

***

Record 4
Density functional theory data (wB97M-V/def2-TZVPD) for a cluster of 7 separate species, C21H45BO19 in total in a non-equilibrium geometry.

```
86
Properties=species:S:1:pos:R:3:forces:R:3:mulliken_charge:R:1
O 7.5884 6.3149 2.4543 0.04 0.88 0.55 -0.27
O -9.1371 4.6113 2.2658 0.25 0.54 -1.71 -0.54
O 7.8560 8.4659 2.8092 -0.22 -1.03 0.27 -0.30
O 4.0068 -1.0038 -2.1272 -0.92 -0.51 -0.08 -0.31
O 7.2500 7.1285 4.5762 0.42 0.22 -1.75 -0.54
O -9.2054 6.2172 0.6240 0.25 -1.02 0.18 -0.31
O -0.2090 -9.5256 2.7489 0.19 0.71 -0.78 -0.32
O -7.8116 -0.3766 -4.3821 1.04 0.44 1.43 -0.54
O 2.1073 -1.5287 -0.9458 1.01 -0.06 -1.49 -0.55
O -8.4951 4.2066 0.0973 -0.39 0.78 0.63 -0.23
O 9.9732 2.6510 -2.5343 -0.86 -0.77 1.42 -0.54
O -0.0576 -8.8471 0.6654 0.06 0.10 1.07 -0.32
O -6.2026 -0.8910 -2.8249 -0.66 0.77 -0.30 -0.24
O -1.8494 -4.1520 -0.4859 0.14 0.05 3.70 -0.37
O 9.2009 2.7119 -0.3713 0.02 -0.64 -0.86 -0.27
O -7.1157 1.1059 -2.7707 0.15 -1.00 -0.33 -0.29
O 8.8326 0.9068 -1.5673 0.34 0.98 0.21 -0.29
O 2.4506 -2.1965 -3.1172 0.47 0.55 0.80 -0.31
O 0.4393 -7.3590 2.3439 -0.51 -1.60 -0.57 -0.54
C -7.1143 -0.0837 -3.4235 -0.29 -0.16 -0.43 0.72
C 8.9602 0.1840 -2.7902 0.04 -0.31 -0.47 -0.68
C 0.0929 -8.4646 1.9586 0.14 0.44 0.16 0.78
C -4.3018 -2.3083 0.3440 0.60 -0.33 1.05 -0.63
C -3.1581 -4.7590 -0.1978 -1.90 -0.26 -0.54 -0.31
C -8.0346 2.0621 -3.2956 -0.36 0.43 -0.21 -0.72
C 7.8414 9.5869 3.6909 0.00 0.44 0.31 -0.61
C -8.9635 4.9747 1.1131 -0.08 -0.13 0.49 0.73
C -4.1075 -3.8932 0.8324 -1.01 -0.13 -0.90 -0.51
C 1.1801 -2.8440 -3.0878 -0.49 -0.25 0.00 -0.57
C 0.2285 -7.8239 -0.2861 0.10 0.36 -0.37 -0.35
C -9.7065 7.1402 1.5890 -0.19 0.37 0.34 -0.62
C 2.7858 -1.5720 -1.9601 -0.32 0.00 0.42 0.76
C 4.4910 -0.3063 -0.9812 0.22 0.27 0.41 -0.51
C 9.3945 2.1418 -1.5874 0.26 0.24 -0.42 0.74
C 9.7439 4.0248 -0.2457 0.21 0.53 0.07 -0.62
C 7.5357 7.2869 3.3997 -0.12 -0.01 0.52 0.75
C 7.2719 5.0102 2.9360 -0.13 -0.51 0.16 -0.68
C -8.1951 2.8624 0.4681 0.14 -0.56 0.11 -0.44
C -6.0918 -2.1867 -3.4108 0.06 -0.49 -0.20 -0.51
C -0.0936 -9.2676 4.1469 0.04 0.07 0.52 -0.61
B -1.0682 -3.8874 0.7383 -1.34 -0.30 -2.36 0.36
H -7.4094 2.8383 1.2300 -0.27 0.01 -0.03 0.30
H -5.3354 -2.7461 -2.8534 -0.10 0.37 0.08 0.01
H 1.2712 -7.5005 -0.2036 -0.24 0.06 0.10 0.29
H -7.0418 -2.7258 -3.3381 0.12 0.17 -0.17 0.33
H -9.0953 2.3496 0.8221 0.20 0.15 0.10 0.31
H -9.8636 8.0999 1.0889 0.13 -0.33 -0.16 0.22
H 4.6078 -0.9897 -0.1340 -0.18 0.16 -0.11 0.30
H 0.3803 -2.1170 -2.9137 0.16 -0.18 0.15 0.29
H 5.4730 0.1071 -1.2273 -0.22 -0.20 -0.22 0.10
H 9.2720 4.7077 -0.9595 0.21 -0.17 0.03 0.33
H 3.8236 0.5222 -0.7229 0.03 -0.26 0.05 0.29
H -10.6670 6.7984 1.9878 0.27 -0.02 0.05 0.29
H -1.1907 -4.5309 1.7375 -0.34 -0.13 -0.23 -0.08
H 8.4571 0.7134 -3.6058 0.24 -0.02 0.12 0.31
H 6.2475 4.9788 3.3210 0.26 0.05 0.08 0.35
H -4.0714 -1.6595 1.3173 -0.84 -1.12 -2.30 0.28
H -3.5071 -1.9812 -0.4635 -1.73 -0.82 1.54 0.19
H -5.7662 -2.1123 -4.4534 -0.23 0.00 0.15 0.33
H 8.1121 10.4749 3.1131 -0.03 -0.37 -0.13 0.22
H 8.5781 9.4587 4.4905 -0.26 -0.06 -0.06 0.29
H 0.0757 -8.2398 -1.2858 -0.05 -0.17 0.34 0.26
H -7.7867 2.3064 -4.3336 -0.15 -0.18 0.15 0.36
H 1.0153 -3.3095 -4.0634 0.31 0.21 0.11 0.27
H -3.8148 -3.9913 1.9648 -0.24 0.26 -2.33 0.29
H 7.9858 4.6991 3.7055 -0.23 0.13 -0.02 0.33
H -0.7874 -8.4777 4.4522 0.25 -0.03 -0.09 0.29
H 10.8298 4.0082 -0.3836 -0.23 0.02 -0.14 0.32
H -0.3092 -2.9692 0.7304 0.07 -0.18 -0.39 -0.07
H -8.9811 7.2873 2.3957 -0.21 -0.16 -0.07 0.29
H 0.9362 -9.0019 4.4068 -0.23 0.12 -0.08 0.29
H -3.7462 -4.7803 -1.2362 1.39 0.09 2.17 0.19
H -9.0623 1.6929 -3.2182 0.20 -0.01 -0.17 0.33
H -3.1157 -5.8728 0.1642 0.34 2.07 -0.53 0.20
H 6.8399 9.7385 4.1061 0.23 -0.14 0.05 0.29
H 7.3453 4.3132 2.0967 0.05 0.36 -0.01 0.17
H -0.4524 -6.9762 -0.1581 0.22 -0.06 0.07 0.01
H -7.8289 2.3405 -0.4202 -0.08 0.33 0.06 0.02
H -5.4095 -2.1735 -0.0397 2.46 0.01 0.80 0.15
H 9.5310 4.3832 0.7652 -0.09 -0.31 -0.16 0.15
H -5.1985 -4.3681 0.7397 2.43 0.75 0.28 0.32
H 8.4760 -0.7877 -2.6607 0.03 0.28 0.26 0.22
H 10.0148 0.0140 -3.0299 -0.20 0.18 -0.04 0.34
H -0.3580 -10.1834 4.6826 0.01 0.06 -0.39 0.22
H 1.1643 -3.6289 -2.3248 -0.07 0.27 -0.02 0.23
H -7.9511 2.9742 -2.6983 0.19 -0.30 0.03 0.21
```
Forces are in eV/Å.

The value obtained for the total energy is -2281.53367 Ha. For the frontier orbital gap, the calculation gives 11.2 eV. As for the net charge: 0. Its LUMO energy is 0.58 eV. The SMILES is COC(=O)OC.COC(=O)OC.COC(=O)OC.COC(=O)OC.COC(=O)OC.COC(=O)OC.BOCCC.

***

Molecular weight list, top to bottom, in g mol⁻¹: 779.763, 98.109, 98.105, 612.384